24
Properties=species:S:1:pos:R:3 method="wB97M-V/def2-TZVPD" orbital_gap_ha=0.35233 lumo_ha=0.0312 mol_weight_g_mol=116.204 spin_multiplicity=1
C 1.1357 1.0011 0.4651
C 1.2965 1.8143 -0.8028
C 2.3146 0.1163 0.7911
H 0.8654 1.6307 1.3178
H 0.0288 0.5254 0.3349
H 2.1088 2.5386 -0.6833
H 0.3635 2.3299 -1.0349
H 1.5399 1.1687 -1.6507
H 2.5685 -0.5414 -0.0438
H 3.1960 0.7360 0.9864
H 2.1246 -0.4926 1.6760
C -2.9350 0.3322 0.2423
C -0.0805 -1.4133 -1.3586
C -0.6180 -0.8923 -0.0674
C -0.7745 -1.6143 1.0446
O -1.7263 0.3490 -0.4631
H -3.2211 -0.6907 0.5423
H -3.7503 0.7037 -0.3930
H -2.8871 0.9338 1.1614
H -0.5303 -2.3845 -1.5808
H 1.0052 -1.5370 -1.3186
H -0.3370 -0.7398 -2.1777
H -1.1915 -1.2119 1.9580
H -0.4959 -2.6620 1.0547

---

63
Properties=species:S:1:pos:R:3 method="wB97M-V/def2-TZVPD" orbital_gap_ha=0.23690 lumo_ha=-0.1345 charge=+1 mol_weight_g_mol=466.640 spin_multiplicity=1
C 2.2139 2.7683 0.4925
C 1.5523 2.3447 -0.8554
C 1.5449 3.3706 -1.9376
C 0.9304 3.0160 -3.2299
C 0.3246 1.7129 -3.5192
C 0.3353 0.7031 -2.4282
C 0.9448 1.0209 -1.1235
C 0.9776 -0.1010 -0.0024
C -0.3812 -0.8372 0.1672
C -1.5297 0.0014 0.7501
C -1.3424 1.5004 1.1986
C -1.6024 1.7353 2.7472
C -0.2169 1.7041 3.5736
C -0.0122 2.9656 4.5105
O -0.0153 2.5555 5.9012
C -2.8764 -0.5574 0.9279
P -4.3482 0.3454 1.6520
O -4.3051 1.9928 1.2840
O -5.7703 -0.2012 0.9108
C -3.1127 -2.0082 0.5279
N -4.3030 -2.6823 0.6657
S -4.0328 -4.2261 0.1065
N -2.4366 -4.0792 -0.3136
C -1.9598 -2.8266 -0.0356
C -0.5963 -2.2356 -0.1999
Si 0.8071 -3.3061 -0.9155
C 2.4351 -3.2174 0.1202
C 1.0851 -2.7967 -2.7483
C 0.3768 -5.1794 -0.9759
H 2.6325 1.8775 1.0423
H 1.4662 3.2310 1.2059
H 3.0666 3.4854 0.3568
H 2.0057 4.3628 -1.7211
H 0.9455 3.7935 -4.0327
H -0.1351 1.4142 -4.4877
H -0.1199 -0.3090 -2.5951
H 1.1572 0.4641 0.9606
H 1.8677 -0.7669 -0.1355
H -2.0260 2.1075 0.5370
H -0.3091 1.8934 0.9916
H -2.0175 2.7732 2.8636
H -2.2534 0.9597 3.2247
H -0.2578 0.8097 4.2649
H 0.6366 1.5044 2.8706
H -0.7535 3.7911 4.3434
H 1.0190 3.3616 4.3145
H -0.9478 2.4099 6.1436
H -4.3217 2.4429 2.1521
H -5.7283 -0.0509 -0.0544
H 2.8606 -4.2314 0.3290
H 2.2578 -2.6602 1.0905
H 3.2211 -2.6154 -0.4309
H 1.7139 -3.5728 -3.2780
H 1.5582 -1.7834 -2.8629
H 0.0684 -2.8133 -3.2488
H 1.2940 -5.8016 -1.1433
H -0.4684 -5.4040 -1.6771
H -0.0040 -5.4358 0.0617
N 3.3794 0.2553 -3.6680
H 3.3321 -0.7217 -3.9687
H 3.9385 0.3233 -2.8145
H 3.8104 0.8190 -4.4042
H 2.4247 0.6040 -3.4808

---

8
Properties=species:S:1:pos:R:3 method="wB97M-V/def2-TZVPD" orbital_gap_ha=0.36306 lumo_ha=0.0433 mol_weight_g_mol=52.076 spin_multiplicity=1
C -1.2802 -0.6148 0.0310
C -1.0422 0.6886 0.0122
C 0.2385 0.0791 -0.0352
C 1.5162 -0.0927 0.0289
H -1.9123 -1.4006 -0.0981
H -1.6365 1.6869 0.0021
H 2.2798 0.8024 0.0706
H 1.8368 -1.1489 -0.0115

---

17
Properties=species:S:1:pos:R:3 method="wB97M-V/def2-TZVPD" orbital_gap_ha=0.28415 lumo_ha=-0.0081 mol_weight_g_mol=127.212 spin_multiplicity=1
C -1.9477 0.0271 0.1017
C -1.0962 -1.1512 -0.3370
C 0.1493 -1.4984 0.0534
C 0.9610 -0.8111 1.0769
C 1.4388 0.5485 0.9070
C 1.2697 1.3756 -0.1760
H -2.1536 0.6754 -0.7308
H -1.5228 0.6058 0.9371
H -2.8962 -0.3976 0.4832
H -1.5773 -1.8284 -1.0165
H 0.5770 -2.4392 -0.3234
H 1.9121 1.0106 1.7561
H 1.6286 2.3800 -0.0184
H 0.4354 0.2212 -1.6135
H 0.7526 1.8586 -2.1175
N 0.7121 1.1425 -1.3825
S 1.3570 -1.7193 2.4000

---

16
Properties=species:S:1:pos:R:3 method="wB97M-V/def2-TZVPD" orbital_gap_ha=0.36202 lumo_ha=0.0295 mol_weight_g_mol=103.121 spin_multiplicity=1
C -1.4198 -1.7665 -0.6753
N -0.0043 -1.7725 -0.8554
C 1.0772 -1.3922 -0.5360
O 1.6028 0.1123 0.2716
C 0.9486 1.2550 -0.1833
C -0.0183 1.7599 0.8968
O -0.8509 0.7185 1.3766
H -1.6579 -1.1302 0.1790
H -1.8711 -1.4589 -1.6276
H -1.6672 -2.8024 -0.4527
H 2.1369 -1.3009 -0.5480
H 1.6774 2.0497 -0.4255
H 0.3764 1.0412 -1.1093
H 0.5514 2.1431 1.7500
H -0.6837 2.5337 0.5279
H -0.1975 0.0101 1.4111

---

9
Properties=species:S:1:pos:R:3 method="wB97M-V/def2-TZVPD" orbital_gap_ha="0.30598 / 0.24691" lumo_ha="-0.0073 / -0.0559" mol_weight_g_mol=122.189 spin_multiplicity=1
C -0.3484 0.6466 0.3971
C -1.4221 0.1303 -0.0420
C 0.9697 -0.0080 0.3552
F -2.6951 0.3835 -0.0552
S -0.1072 -1.3594 -2.2098
S 1.1865 -1.4907 -0.7819
H -0.5025 1.6449 0.9100
H 1.8676 0.7017 0.2189
H 1.0515 -0.6489 1.2077

---

38
Properties=species:S:1:pos:R:3 method="wB97M-V/def2-TZVPD" orbital_gap_ha=0.34565 lumo_ha=0.0278 mol_weight_g_mol=325.732 spin_multiplicity=1
N 1.8403 2.4278 0.4108
P 0.3571 1.6405 0.3906
O -0.5726 2.0431 1.4412
O -0.2170 1.7992 -1.1059
C -1.2595 2.7205 -1.3775
C -2.6207 2.2865 -0.8465
H -3.3374 3.0674 -1.1122
H -2.5588 2.2262 0.2383
C -3.0919 0.9453 -1.4156
C -2.3204 -0.2321 -0.8831
C -1.6302 -1.0781 -1.7398
C -0.9613 -2.1869 -1.2526
C -0.9661 -2.4620 0.1031
C -1.6492 -1.6231 0.9666
C -2.3253 -0.5211 0.4765
H -2.8672 0.1168 1.1591
H -1.6554 -1.8287 2.0274
H -0.4366 -3.3230 0.4859
H -0.4360 -2.8408 -1.9352
H -1.6167 -0.8681 -2.8007
H -4.1459 0.8178 -1.1505
H -3.0210 0.9696 -2.5057
H -1.0092 3.7010 -0.9542
H -1.2810 2.8024 -2.4700
O 0.7417 0.1001 0.1889
C 1.7960 -0.6162 0.6590
C 2.3255 -1.6033 -0.1653
C 3.3683 -2.3976 0.2729
C 3.9012 -2.2110 1.5380
C 3.3869 -1.2301 2.3661
C 2.3365 -0.4372 1.9291
Cl 1.6621 0.7768 2.9373
H 3.7864 -1.0718 3.3547
H 4.7160 -2.8287 1.8822
H 3.7658 -3.1623 -0.3764
H 1.8936 -1.7290 -1.1449
H 2.2942 2.4993 -0.4864
H 1.8076 3.3106 0.8947

---

71
Properties=species:S:1:pos:R:3 method="wB97M-V/def2-TZVPD" orbital_gap_ha=0.26188 lumo_ha=0.0214 mol_weight_g_mol=393.570 spin_multiplicity=1
Be -0.1023 0.3231 -0.6975
C -4.2887 -0.2692 0.9020
C -3.8623 0.3365 -0.4173
C -4.3693 1.7916 -0.7026
O -2.5153 0.1079 -0.6996
H -3.8147 0.2961 1.7090
H -4.0874 -1.3374 0.9556
H -5.3621 -0.1189 1.0531
H -4.3367 -0.2330 -1.2303
H -5.4425 1.6712 -0.5137
H -4.3676 2.0921 -1.7505
H -3.9693 2.5951 -0.0834
C 3.1683 2.7604 -0.4675
C 3.4164 1.2627 -0.6374
C 4.5027 0.7797 0.2908
O 2.2367 0.5289 -0.7178
H 2.6543 3.2112 -1.3186
H 4.1150 3.3051 -0.3804
H 2.6314 3.1347 0.4080
H 3.8096 1.2941 -1.6660
H 5.2345 1.5628 0.4719
H 4.9296 -0.0968 -0.2019
H 4.0205 0.3769 1.1851
C 0.4025 2.7847 1.8134
O -0.0362 1.4622 1.4778
C 0.0119 0.6181 2.6168
C -0.6448 -0.7346 2.2711
N 0.0876 -1.4360 1.1855
C 1.5079 -1.7691 1.4252
C 1.7344 -2.9238 2.3998
O 0.6378 -3.8563 2.1897
C 0.3588 -4.8414 3.1416
H 1.4779 2.6886 1.6668
H 0.2646 2.9867 2.8800
H -0.1526 3.6029 1.3607
H -0.3310 1.0203 3.5695
H 1.0177 0.2374 2.8256
H -1.7232 -0.6475 2.1446
H -0.5565 -1.5155 3.0361
H -0.2087 -2.3983 1.0973
H 2.1148 -0.9116 1.7092
H 1.8633 -2.1034 0.4496
H 1.6741 -2.5721 3.4345
H 2.7180 -3.3829 2.2954
H -0.6350 -5.2879 3.0689
H 0.1722 -4.3652 4.1135
H 1.1392 -5.6015 3.1830
C -1.3419 2.7339 -0.0656
O -0.2929 2.1699 -0.8082
C -0.1706 2.6651 -2.1353
C 0.4548 1.6260 -3.0798
N -0.3097 0.3911 -2.9532
C 0.5505 -0.7165 -3.4681
C -0.0882 -2.0041 -3.0638
O -0.2525 -1.9663 -1.6787
C -0.5750 -3.2504 -1.1568
H -1.6464 2.0124 0.6948
H -2.1806 3.1193 -0.6466
H -1.0931 3.5613 0.6122
H 0.3845 3.6081 -2.1976
H -1.1485 3.0510 -2.4432
H 1.4990 1.5442 -2.7774
H 0.4969 1.9461 -4.1245
H -0.9969 0.3606 -3.6978
H 1.5939 -0.7039 -3.1474
H 0.6818 -0.6523 -4.5540
H 0.3470 -2.9451 -3.4153
H -1.0363 -2.1297 -3.6059
H 0.3662 -3.7481 -0.9129
H -1.0618 -3.8940 -1.8935
H -1.2755 -3.2073 -0.3282

---

123
Properties=species:S:1:pos:R:3 method="wB97M-V/def2-TZVPD" orbital_gap_ha=0.20937 lumo_ha=-0.1461 charge=+1 mol_weight_g_mol=836.851 spin_multiplicity=1
C 2.1693 -2.8403 1.5180
C 0.9515 -2.7405 1.4037
C -0.4467 -2.3960 0.7725
C -0.5305 -0.8712 0.2867
N -0.7601 -0.8181 -1.2208
P 0.2804 -1.4170 -2.5513
C 1.5824 -2.6060 -1.9173
O 1.1821 -0.1307 -3.2365
C -1.9080 -0.2032 -1.5081
C -2.1793 0.5565 -2.8476
C -2.9385 1.9323 -2.6676
O -3.0879 2.5455 -1.6261
O -3.5523 2.4808 -3.8146
C -2.8168 -0.4896 -0.2408
C -4.3302 -0.0099 -0.2080
C -5.2401 -1.3428 -0.3061
P -7.0715 -0.9718 -0.2591
O -7.3734 -0.4497 1.1295
O -7.4836 0.0981 -1.4791
C -8.4135 1.1293 -1.0024
C -7.4964 2.3058 -0.3931
O -7.8676 -2.4122 -0.6078
C -8.4567 -3.0147 0.5794
C -7.3806 -3.7258 1.5218
C -1.7827 -0.0098 0.8529
N -1.3782 1.3685 0.4613
N -2.0020 -0.3314 2.2721
C -0.7702 -0.0850 3.0996
C -3.0522 0.4997 2.8917
C -2.9040 2.0094 3.3279
O -4.1325 -0.0390 3.1022
H 3.2462 -2.9675 1.8138
H -1.2423 -2.6509 1.5310
H -0.6256 -3.0600 -0.1251
H 0.4299 -0.2700 0.3709
H 1.1326 -3.5073 -1.3833
H 2.1305 -3.0434 -2.8189
H 2.3794 -2.1364 -1.2677
H 1.3501 -0.4621 -4.1544
H -2.7420 -0.0333 -3.6296
H -1.1628 0.8214 -3.3020
H -3.5498 3.4456 -3.6056
H -2.8785 -1.6271 -0.1613
H -4.6189 0.5845 0.7043
H -4.6378 0.6136 -1.1070
H -4.8945 -2.0330 0.5173
H -5.0251 -1.7580 -1.3509
H -9.0425 1.4987 -1.8766
H -9.1514 0.7355 -0.2415
H -7.1960 2.9427 -1.2886
H -8.0397 2.8878 0.4024
H -6.5506 1.8132 0.0026
H -9.1357 -3.8457 0.1995
H -9.1244 -2.2953 1.1361
H -6.4883 -3.0470 1.6450
H -7.0149 -4.6783 1.0217
H -7.8147 -3.9184 2.5544
H -2.0908 2.0459 0.7458
H -0.4479 1.6162 0.8070
H -0.1547 -1.0289 3.1724
H -0.1573 0.8011 2.7619
H -1.0964 0.1515 4.1660
H -3.3146 2.7478 2.5626
H -1.8553 2.3316 3.5927
H -3.5257 2.1307 4.2745
O 1.1172 2.2065 5.1280
P 1.8498 2.3200 6.4717
N 0.8011 3.4992 7.1336
C 0.7719 4.9092 6.8261
C -0.5324 3.0040 7.4689
N 3.2965 2.9325 5.7736
C 3.8343 4.2718 5.9188
C 3.6222 2.4492 4.4297
N 2.6923 2.3294 8.0121
C 2.5716 3.2444 9.1318
C 3.8601 1.4578 8.1207
H 0.2973 5.4585 7.6470
H 0.2243 5.1319 5.9017
H 1.7597 5.3568 6.7557
H -0.4697 2.3143 8.3179
H -0.9937 2.4721 6.6292
H -1.2128 3.8062 7.7626
H 3.3035 4.9914 5.2888
H 4.8896 4.2923 5.6248
H 3.8277 4.6102 6.9534
H 3.0662 2.9955 3.6571
H 3.3966 1.3839 4.3377
H 4.6929 2.5525 4.2218
H 2.9449 4.2431 8.8927
H 3.1385 2.8919 9.9986
H 1.5435 3.3276 9.4860
H 4.7854 2.0139 7.9414
H 3.8059 0.6435 7.3953
H 3.9208 0.9886 9.1071
O 2.8466 -1.4322 -6.6582
P 4.1028 -1.8234 -7.4453
N 4.0724 -3.4752 -6.9961
C 4.4715 -4.0395 -5.7309
C 2.9887 -4.2479 -7.6012
N 5.1504 -0.8278 -6.5128
C 6.1795 -1.2695 -5.5920
C 4.5724 0.4147 -5.9948
N 5.4970 -2.2083 -8.4399
C 6.3035 -3.4136 -8.4831
C 6.1104 -1.0942 -9.1599
H 4.7118 -5.1012 -5.8568
H 3.6927 -3.9522 -4.9609
H 5.3911 -3.6135 -5.3382
H 3.1633 -4.3518 -8.6777
H 2.0150 -3.7674 -7.4574
H 2.9195 -5.2586 -7.1930
H 5.7549 -1.6016 -4.6396
H 6.8737 -0.4501 -5.3751
H 6.8020 -2.0565 -6.0140
H 3.9908 0.2404 -5.0800
H 3.9229 0.8784 -6.7406
H 5.3529 1.1503 -5.7717
H 6.8847 -3.5562 -7.5688
H 7.0165 -3.3876 -9.3125
H 5.7013 -4.3053 -8.6608
H 6.9731 -0.6993 -8.6145
H 5.3950 -0.2814 -9.3004
H 6.4373 -1.3936 -10.1600

---

92
Properties=species:S:1:pos:R:3 method="wB97M-V/def2-TZVPD" orbital_gap_ha="0.21996 / 0.23549" s_squared=0.76 lumo_ha="0.0723 / 0.0486" charge=-1 mol_weight_g_mol=1119.114 spin_multiplicity=2
In 1.2612 1.5726 0.1319
O 4.8343 3.7035 -0.0514
C 3.9069 2.9182 0.0428
O 2.6601 3.1469 -0.2436
C 4.2672 1.4858 0.5000
C 5.1704 1.2597 1.5690
C 5.5370 0.0308 1.8778
C 5.0050 -1.0512 1.1243
C 5.3278 -2.4386 1.3835
C 4.7829 -3.4115 0.5679
C 3.9290 -3.0607 -0.4864
C 3.5637 -1.8100 -0.7213
C 4.0802 -0.7620 0.1047
N 3.6617 0.5106 -0.1649
H 5.5298 2.0979 2.0850
H 6.2629 -0.2836 2.6006
H 5.9087 -2.6525 2.2410
H 4.9988 -4.4692 0.7050
H 3.5677 -3.8662 -1.1614
H 2.8335 -1.5726 -1.4884
N 2.3066 -1.1849 5.8792
C 2.5017 -0.9183 4.7867
N 2.7265 -0.6759 3.5546
C 2.2236 0.2790 2.9074
N 1.7370 1.1118 2.3106
O 1.1527 0.6571 -2.7736
N 1.3213 1.8588 -3.1726
C 0.2719 2.4848 -3.7630
C 0.4250 3.6791 -4.4141
C 1.6582 4.2633 -4.4686
C 2.7397 3.6995 -3.8478
C 2.5745 2.4446 -3.1863
H -0.6523 1.9924 -3.5040
H -0.4435 4.0583 -4.9868
H 1.8136 5.1897 -5.0827
H 3.7122 4.1693 -3.8242
H 3.2778 1.8708 -2.7778
F -3.4101 -1.5826 -5.6226
C -4.0712 -2.0752 -4.5636
F -5.3606 -1.7430 -4.7332
F -4.0481 -3.4005 -4.7310
C -3.5360 -1.6482 -3.2239
C -2.3712 -0.9618 -3.2062
C -1.8838 -0.6857 -1.9355
C -2.5220 -1.0715 -0.8148
C -3.7399 -1.7680 -0.8593
C -4.3037 -2.0653 -2.0619
P -1.5911 -0.7001 0.7570
C -2.8883 -1.0437 2.1011
C -3.8722 -0.0745 2.2724
C -4.8930 -0.2236 3.1782
C -4.9123 -1.3515 4.0262
C -3.8894 -2.3209 3.9176
C -2.8883 -2.1568 2.9609
C -5.9987 -1.5322 5.0587
F -6.4787 -2.8382 5.1203
F -5.5930 -1.2023 6.2872
F -7.1081 -0.7605 4.8319
C -0.8070 -2.3387 0.9117
C -1.5048 -3.5161 0.7183
C -0.8735 -4.7109 1.0109
C 0.4003 -4.7367 1.5465
C 1.1300 -3.6042 1.6403
C 0.5363 -2.3670 1.3320
C 1.1062 -6.0101 1.8789
F 0.3578 -7.0933 1.6456
F 2.2638 -6.0836 1.1525
F 1.4985 -6.0529 3.1440
H -1.9237 -0.5507 -4.1018
H -0.9302 -0.1357 -1.8669
H -4.2896 -2.0871 -0.0136
H -5.2266 -2.5862 -2.1998
H -3.7979 0.8698 1.7459
H -5.6382 0.5773 3.3416
H -3.8691 -3.1677 4.5670
H -2.1262 -2.9227 2.8889
H -2.5163 -3.6141 0.3015
H -1.4289 -5.6575 0.9180
H 2.1745 -3.6827 1.9512
H 1.1327 -1.4986 1.2740
Te -1.1339 3.2579 0.1300
C -0.8216 5.1969 -0.7560
C 0.4806 5.7276 -0.7610
C 0.7773 6.9224 -1.4180
C -0.2832 7.5518 -2.1218
C -1.5646 7.0686 -2.0891
C -1.8698 5.8961 -1.4183
H 1.2643 5.2210 -0.2557
H 1.7761 7.3673 -1.3515
H -0.0721 8.4422 -2.7228
H -2.3955 7.6192 -2.5674
H -2.9009 5.5773 -1.4678

---

22
Properties=species:S:1:pos:R:3 method="wB97M-V/def2-TZVPD" orbital_gap_ha="0.27956 / 0.27818" lumo_ha="-0.1359 / -0.1405" charge=+1 mol_weight_g_mol=155.185 spin_multiplicity=1
C 2.5094 1.9522 -0.4853
C 1.2833 2.1897 0.1402
C 1.6196 0.0095 0.1651
C 1.3023 -1.3547 0.3804
C -2.1046 0.3784 -0.1185
N 2.7510 0.5625 -0.4656
N 0.8168 0.9933 0.5159
N 1.8241 -2.4930 -0.1323
N -1.7135 0.9749 0.9472
N -3.2645 0.1175 -0.7170
N 1.4865 -3.7293 -0.0805
H 3.2184 2.5651 -0.9518
H 0.5704 3.0385 0.3784
H 0.4440 -1.4582 0.9582
H -1.3490 -0.0187 -0.6967
H -0.2508 0.8942 0.8394
H 2.6712 -2.3741 -0.7440
H -2.5534 1.3881 1.3545
H -3.1877 -0.4688 -1.5285
H -4.1812 0.5083 -0.3677
H 3.5817 0.1436 -0.8682
H 0.9788 -4.0139 0.6949

---

16
Properties=species:S:1:pos:R:3 method="wB97M-V/def2-TZVPD" orbital_gap_ha=0.37847 lumo_ha=0.0262 mol_weight_g_mol=103.121 spin_multiplicity=1
O 0.1123 1.0610 2.4577
C -0.1550 0.1271 1.7545
O -0.8461 -0.9002 2.2667
C -0.2126 0.3130 0.2073
C 0.9380 -0.4290 -0.5341
C 0.3096 -0.8614 -1.8648
N -0.3421 1.7835 -0.2501
H -0.8343 -0.7312 3.2368
H -1.2177 -0.1747 -0.0612
H 1.1215 -1.3807 0.0607
H 1.9789 0.0817 -0.3978
H 0.2232 -0.1017 -2.5816
H 0.8115 -1.7024 -2.4902
H -0.7251 -1.5039 -1.7864
H -1.3223 1.9804 -0.3746
H 0.1604 2.4388 0.3571